Record 1
Density functional theory data (ωB97M-V/def2-TZVPD) for a structure of composition C55H48IN7OPTl.

Properties
Spin multiplicity: 1
E_tot: -3394.8249 hartree
LUMO: 0.0027 hartree
Energy relative to the best compared isomer or geometry (same formula, charge and spin): 4.0 kcal per mole
HOMO: -6.78 eV
M: 1185.3 g/mol
Kohn-Sham gap: 6.9 eV

Geometry (Å):
O 0.8998 -2.3883 -1.0721
C 1.8964 1.4956 -4.4811
C 3.9998 -1.5103 -0.8494
H 3.0135 -1.4361 -1.2803
H 3.3192 3.0581 -0.2008
H -3.9008 -0.7455 -5.3653
H 1.6004 5.8761 -3.8726
C 1.6179 4.0835 -0.9941
H 0.4754 6.5964 0.7086
H 4.4627 -6.2267 2.1782
H -4.2224 6.3860 -0.8032
H -0.0287 -3.6308 -3.0206
C 2.6364 0.3219 -4.2279
C -4.5356 -1.9398 1.0664
C -0.4400 4.0885 0.5811
H 4.4933 -4.4184 6.0578
C 0.5515 1.1254 -4.6886
H -2.2979 -0.3732 4.0395
C 3.3227 4.9002 -3.0479
C -2.0505 3.2581 2.3422
C -6.7987 -3.5606 1.2426
H -1.4036 -4.2527 -2.1639
C 0.7926 -1.8258 4.2254
C -4.4485 -3.2202 1.6145
C 5.1046 -1.6784 -1.6725
H 3.4205 -2.4084 5.1288
C -0.9672 -3.1657 0.1625
C -0.1087 -3.0630 -1.0742
C -5.7684 -1.4837 0.6025
H 2.0233 -1.8145 -4.1552
P -0.2002 0.7182 2.5952
C -1.5301 0.0223 1.5451
Tl 1.0250 0.6067 -1.9256
H -2.0162 -3.3409 -0.0531
H -7.8436 -1.9268 0.3242
I -0.3264 -4.7669 1.4342
N 1.5286 -1.3999 3.0504
H 5.5492 -1.6134 2.1564
H -3.9185 -0.9337 3.5820
H -2.5786 -2.0861 3.6658
H 3.7031 0.2693 -4.0589
C 3.6241 -3.2546 4.4835
C -0.5563 6.5576 0.3825
H -3.4897 -3.6000 1.9510
C -2.5120 5.2703 -0.1564
C 1.9873 5.2752 -3.0592
C -1.1864 5.3188 0.2730
C 0.7431 3.5912 0.0830
H -2.8955 2.7781 1.8443
C 3.8039 4.1033 -2.0180
C -3.7624 -1.6739 -2.1107
C 3.2937 -3.1889 3.1306
H 0.9286 -2.8969 4.3604
H 3.3510 -4.2228 1.2557
C 1.2100 -0.3691 2.1972
N 1.0491 2.4101 0.7068
C 0.4587 -0.2810 -4.5676
C 1.1370 4.8666 -2.0425
C -2.7502 -0.4889 -0.1517
H -4.0473 -2.4973 -1.4663
C 2.6551 -2.0033 2.5443
C 6.3700 -1.8283 -1.1222
C 6.5268 -1.8100 0.2572
H 5.0251 -6.3344 4.5866
C -4.0505 -1.7354 -3.4660
H 1.1284 -1.3014 5.1207
C -3.6839 -0.6934 -4.3063
C -3.0218 0.4092 -3.7845
H -5.4932 -5.0186 2.1247
H -0.7358 8.6776 0.1503
C 0.0854 2.1846 1.5599
N -2.5508 -0.7601 2.0179
C -6.8920 -2.2904 0.6895
H 3.9812 5.2124 -3.8483
C -2.8523 -1.0632 3.4074
C 4.5411 -5.4557 4.1803
C 2.9805 -1.2924 1.4121
H 7.2308 -1.9594 -1.7656
H -5.8339 -0.4952 0.1652
N -0.5424 -3.7386 -2.1620
H -0.2678 -1.6332 4.0854
H -2.7100 1.2143 -4.4367
C 4.2257 -5.3948 2.8289
H -3.0010 4.3101 -0.2722
C -3.1062 -0.5642 -1.5779
C 5.4241 -1.6375 1.0798
H -0.2599 1.8024 -4.9176
C 4.2393 -4.3831 5.0061
C -2.5591 7.6654 -0.3555
C -3.3387 -1.0936 0.9369
C -2.7335 0.4734 -2.4308
H -1.8711 2.7620 3.2944
H -4.5601 -2.6028 -3.8668
N -0.8492 3.1814 1.5338
H 7.5110 -1.9228 0.6945
N -1.6372 0.1996 0.2484
C -1.2376 7.7224 0.0660
C 2.9590 3.6954 -0.9983
N 2.0727 -0.2930 1.2096
H -0.8248 -2.2596 0.7424
C 1.7491 -0.7760 -4.2855
H -0.4402 -0.8712 -4.6831
H -3.0900 8.5754 -0.6029
C 3.6039 -4.2724 2.3073
C 4.1511 -1.4837 0.5339
C -3.1954 6.4372 -0.4653
H 0.0908 5.1424 -2.0737
C -5.5752 -4.0248 1.7041
H 2.2928 2.5008 -4.5148
H -2.2983 4.3003 2.5302
H -2.2029 1.3242 -2.0227
H 4.8405 3.7904 -2.0126
H 4.9696 -1.6938 -2.7471
H -7.6772 -4.1888 1.3091

***

Record 2
Density functional theory data (ωB97M-V/def2-TZVPD) for a cluster of 2 separate species, C7H13O in total at a distorted geometry.

Properties
Spin multiplicity: 1
E_tot: -349.5454 hartree
LUMO: 0.0818 hartree
Net charge: -1
Energy relative to the best compared isomer or geometry (same formula, charge and spin): 110.7 kcal per mole
HOMO: -3.25 eV
M: 113.2 g/mol
Kohn-Sham gap: 5.5 eV

Geometry (Å):
C -0.0681 1.8883 0.0961
H 2.4039 -2.0281 -0.1956
O -3.6128 -0.0738 -0.5421
H -1.9853 -1.7003 0.8240
C -0.1188 -1.2169 0.0202
H -1.8891 0.1017 -1.6575
H 0.4684 2.5329 -0.6077
H 1.9122 1.3169 0.5596
C -1.4988 -0.8749 0.2971
C 1.0149 -0.5038 0.3603
C -2.4676 -0.5474 -0.9570
H 0.9621 1.0026 1.8749
H -1.5432 -0.0160 0.9726
H -0.7999 1.3882 -0.5467
H -2.5266 -1.5355 -1.4933
H 0.0860 -2.1625 -0.4838
H -0.6734 2.5165 0.7522
C 0.9076 0.9671 0.8040
C 2.2828 -1.0584 0.3051
H 3.2654 -0.3405 0.0492
H 3.8803 0.3437 -0.4315

***

Record 3
Density functional theory data (ωB97M-V/def2-TZVPD) for a structure of composition C18H26GeN3S2SeSrTe.

Properties
Spin multiplicity: 1
E_tot: -6439.0673 hartree
LUMO: -0.1093 hartree
Net charge: +1
HOMO: -9.38 eV
M: 715.4 g/mol
Kohn-Sham gap: 6.4 eV

Geometry (Å):
H 2.7885 4.7174 -0.3347
C 0.8212 3.8449 -0.2523
S 2.9647 -1.9746 -0.3621
C 0.6345 -2.0933 4.5289
C -5.8287 0.4487 -1.9497
H 5.8517 -2.1319 -0.6069
H -2.9075 -4.1133 -1.7123
H -3.8013 -0.8106 0.4075
H -4.4303 -2.1380 -0.5481
H 5.7607 -0.3827 -0.8731
Se -1.9464 -2.1876 -0.4282
H 0.4964 -2.5614 5.4943
H 4.2454 -0.3821 4.0769
H -3.9844 -1.6936 -3.9129
H -2.2170 -2.9287 -2.8496
H -6.0457 1.2030 -2.7069
Ge -3.9541 -0.0266 -1.9819
C 3.7968 -1.3454 0.9935
H -2.3902 -0.9198 -3.7995
C -0.4498 -1.6283 3.8051
H -1.4579 -1.7020 4.1873
Te 1.0907 2.1745 0.9979
H -1.0335 -0.6608 1.9855
H 2.7786 -2.3143 4.5261
H 1.7869 6.6313 -1.8475
C -2.0754 -3.4422 -1.9067
S -0.7152 4.2506 -0.8940
H 6.4897 -0.3046 2.4915
H -6.4391 -0.4308 -2.1584
C -3.6902 -1.3386 -0.5415
H -6.1131 0.8478 -0.9755
H -1.1516 -4.0152 -1.9249
C 5.4849 -0.6188 2.2726
C 4.3935 -0.6675 3.0509
H -2.7484 2.1917 -2.3605
H 7.0129 -1.0528 0.1985
C -2.8000 1.4727 -1.5433
C 5.9890 -1.1587 -0.1464
C -3.4661 -0.7547 -3.7157
C 1.2083 5.8070 -1.4536
H -1.7816 1.1324 -1.3381
C -0.2113 -1.0528 2.5714
N 3.3456 -1.1113 2.2505
N 1.0114 -0.9134 2.0459
Sr 0.7069 -0.1800 -0.8074
C 1.9057 -1.9537 4.0008
N 5.1021 -1.0360 1.0084
C 1.7499 4.7723 -0.6301
H -0.7792 6.2782 -2.2655
H -3.7542 -0.0422 -4.4904
H -3.1508 1.9942 -0.6529
C 2.0286 -1.3466 2.7645
C -0.1213 5.6480 -1.6875

***

Record 4
Density functional theory data (ωB97M-V/def2-TZVPD) for a cluster of 5 separate species, H10O5 in total at a distorted geometry.

Properties
Spin multiplicity: 1
E_tot: -382.1409 hartree
LUMO: -0.0020 hartree
Energy relative to the best compared isomer or geometry (same formula, charge and spin): 52.2 kcal per mole
HOMO: -10.91 eV
M: 90.1 g/mol
Kohn-Sham gap: 10.9 eV

Geometry (Å):
H 0.6749 -2.4963 -0.8347
O 1.2579 -3.3197 -0.9035
O 0.0304 -0.7700 -0.4622
O 1.3338 1.3437 -1.8545
H 0.3049 2.1421 1.9800
H -0.0875 -0.3018 0.4751
H 2.0390 1.6982 -1.2513
O -2.2719 1.6093 0.5747
H 0.8231 0.7205 2.3152
H 1.1623 0.4331 -1.5924
H -3.1036 0.9794 0.4587
H -1.6631 0.9803 0.9996
H -0.8154 -0.5623 -0.9102
H 0.2559 -3.6307 -0.9071
O 0.0593 1.1743 1.9127

***

Record 5
Density functional theory data (ωB97M-V/def2-TZVPD) for the ion C2H3N2OS with charge -1 at a distorted geometry.

Properties
Spin multiplicity: 1
E_tot: -660.7832 hartree
LUMO (alpha / beta): 0.1508 / 0.1515 hartree
Net charge: -1
Energy relative to the best compared isomer or geometry (same formula, charge and spin): 107.3 kcal per mole
HOMO (alpha / beta): -1.86 / -2.52 eV
M: 103.1 g/mol
Kohn-Sham gap (alpha / beta): 6.0 / 6.6 eV

Geometry (Å):
O 1.7806 0.6136 1.4697
H -1.3099 0.6645 0.1680
N 0.7809 0.0472 0.8893
S -0.0188 -1.4661 1.2919
C 0.5346 0.3727 -0.4419
H -1.1889 0.7812 -1.8777
N -1.1805 -1.7238 0.5397
H 1.2923 0.2096 -1.2165
C -0.6902 0.5011 -0.8225

***

Record 6
Density functional theory data (ωB97M-V/def2-TZVPD) for a cluster of 3 separate species, C19H32Cl2NO4 in total at a distorted geometry.

Properties
Spin multiplicity: 1
E_tot: -2018.8251 hartree
LUMO: 0.0927 hartree
Net charge: -1
Energy relative to the best compared isomer or geometry (same formula, charge and spin): 150.9 kcal per mole
HOMO: -2.73 eV
M: 409.4 g/mol
Kohn-Sham gap: 5.3 eV

Geometry (Å):
H 5.4775 0.6137 -2.9244
H -4.0383 -0.4726 7.1101
C 2.4235 3.1672 1.1765
H -3.7015 -2.0060 4.4725
C 0.9023 -2.2066 -3.5714
O -3.0530 -0.5901 0.7703
H -3.0674 -2.4988 6.0370
C -5.0163 0.2826 5.3483
C -1.7791 -0.4427 -3.9104
Cl -1.5246 2.6351 -2.8803
H -5.9961 -0.1537 5.5663
O 1.1579 3.0448 1.8203
H 0.9412 -3.3660 -3.8518
H -1.6919 2.6133 0.0507
O -2.6496 0.1082 5.7319
H -3.1457 -0.1013 -2.1181
H 3.2474 2.8351 -0.8036
C -3.8809 -1.9486 5.5521
H -2.5214 0.0855 4.7690
C -2.2060 0.4598 0.7804
H 0.0094 -2.0609 -5.4765
C -2.1956 1.6199 -0.3782
H -4.8267 -2.4517 5.7763
H 3.5224 2.6335 2.9622
H -2.1496 -1.5576 -4.1165
H 0.1030 -2.1281 -2.6938
H 1.9585 1.6967 -0.3485
H 1.9579 -4.5033 -1.9335
H 4.5252 -3.0765 0.1335
Cl -1.0384 0.5775 2.2316
H -5.0126 1.3239 5.6879
H -2.5224 0.2735 -4.4987
C -1.9696 -0.1879 -2.3030
C -3.9035 -0.5032 6.0235
H -0.4078 0.3976 -5.5262
C 3.4484 2.3211 1.9150
C -1.3077 1.1980 -1.7312
O 1.9888 -3.8466 -1.1541
H 0.4024 0.5229 -3.8290
C 3.3254 -0.5637 -3.4240
H 2.7146 4.2222 1.2236
C 2.2934 2.7376 -0.2762
C 4.7512 -0.2753 -2.6008
C -0.2690 -0.1734 -4.4870
H 4.4370 2.4061 1.4532
H -4.8771 0.3043 4.2616
H 6.2636 -1.0107 -0.7215
H -1.6159 -1.0840 -1.6207
C 5.2431 -1.1902 -1.2973
H -3.3007 1.8263 -0.7772
C 4.2487 -2.4046 -0.8077
N 0.5203 -1.4312 -4.8163
H 0.8916 2.1111 1.7833
H 3.0157 0.1095 -4.3593
C 2.3484 -1.7963 -2.9174
H 1.5436 3.3470 -0.7919
H 3.1544 1.2654 1.9203
C 2.8515 -2.7079 -1.6109